The following is a DFT calculation (ωB97M-V/def2-TZVPD) of a 9-piece molecular cluster, C33H86N7O13 overall.

## Properties
HOMO level: -5.0 eV

Geometry as ORCA input:
```
! RIJCOSX wB97M-V def2-TZVPD def2/J DEFGRID3
* xyz -1 1
N -0.2432 1.4569 -0.3399
O 0.0344 0.3379 -0.7655
O -1.3666 1.7872 -0.2010
O 0.5332 2.3159 0.0353
C -2.6112 -2.0701 -0.2508
C -3.5155 -1.1298 -1.0145
C -4.4015 -0.2209 -0.1107
O -5.3187 0.3949 -0.9743
C -6.4988 -0.3825 -1.2021
N -2.7646 -0.3029 -1.8527
H -2.2162 -1.6318 0.6657
H -1.7581 -2.3395 -0.8735
H -3.2426 -2.9069 0.0478
H -4.1877 -1.6487 -1.6978
H -3.7603 0.5730 0.2723
H -4.9391 -0.7891 0.6484
H -6.9953 0.1390 -2.0204
H -7.1033 -0.5087 -0.3039
H -6.2790 -1.3410 -1.6723
H -2.0653 -0.7610 -2.4195
H -2.1259 0.1737 -1.2322
C -3.8222 4.6643 -1.2239
C -4.3080 3.2921 -1.6441
C -5.4249 3.4581 -2.6777
O -5.8853 2.2003 -3.0912
C -7.2770 2.2366 -3.4925
N -3.2092 2.5539 -2.2685
H -3.5654 5.2075 -2.1333
H -2.9741 4.6158 -0.5410
H -4.6209 5.0385 -0.5834
H -4.6482 2.7557 -0.7583
H -5.1185 4.0265 -3.5558
H -6.1628 4.1383 -2.2524
H -7.6094 3.0904 -4.0829
H -7.9238 2.1803 -2.6169
H -7.4681 1.3958 -4.1594
H -2.7063 3.2789 -2.7601
H -2.5355 2.2456 -1.5820
C 1.7049 -0.3151 -3.9181
C 0.3526 -0.8577 -4.3350
C 0.4084 -1.8294 -5.5589
O 0.9990 -3.0120 -5.0394
C 1.2195 -3.9201 -5.9642
N -0.1859 -1.5006 -3.1657
H 2.2690 0.1948 -4.6991
H 2.3337 -1.1452 -3.5962
H 1.5690 0.2746 -3.0115
H -0.3259 -0.0558 -4.6257
H 0.9574 -1.4169 -6.4054
H -0.6047 -2.0434 -5.8995
H 1.8697 -3.5757 -6.7683
H 0.2372 -4.1886 -6.3531
H 1.7294 -4.8201 -5.6207
H 0.1046 -0.9010 -2.4066
H 0.4477 -2.2526 -2.9352
C -0.6356 3.7106 3.8319
C -2.1164 3.4209 3.5243
C -2.7258 4.3809 2.4640
O -2.5491 5.6731 2.9648
C -3.0218 6.7208 2.1936
N -2.1463 2.0515 2.9328
H 0.0406 3.4667 3.0125
H -0.3212 2.9734 4.5708
H -0.4454 4.7148 4.2108
H -2.7606 3.4954 4.4005
H -3.7838 4.2212 2.2559
H -2.1432 4.2999 1.5464
H -4.0143 6.5568 1.7737
H -2.3702 6.8395 1.3279
H -2.9203 7.6431 2.7656
H -2.0493 2.0313 1.9277
H -1.3664 1.5284 3.3047
C -0.4101 -0.6227 2.5703
C 0.5770 -0.9497 3.6647
C 2.0073 -1.3391 3.2600
O 2.7755 -1.5495 4.4400
C 4.0535 -2.0757 4.1850
N 0.6148 0.2239 4.5651
H -1.4571 -0.7490 2.8458
H -0.1577 -1.0584 1.6035
H -0.1979 0.3979 2.2518
H 0.2414 -1.8645 4.1531
H 2.4110 -0.5498 2.6259
H 1.9025 -2.2356 2.6488
H 4.6531 -1.3159 3.6838
H 3.9454 -3.0469 3.7022
H 4.5226 -2.3291 5.1357
H 1.2179 -0.2384 5.2304
H -0.2160 0.4082 5.1091
C 3.8862 1.7838 -1.2018
C 5.1830 1.1908 -1.6037
O 6.1230 2.2509 -1.7417
O 3.6968 2.2476 0.1624
H 3.1059 1.0780 -1.4864
H 3.6598 2.6314 -1.8486
H 5.0806 0.8188 -2.6232
H 5.6598 0.4317 -0.9837
H 6.2630 2.7015 -0.9057
H 2.7627 2.4196 0.3018
C 2.8433 2.3521 3.1410
C 2.9861 3.8772 3.2212
O 4.2511 4.2025 3.7698
O 2.6952 1.8856 4.4458
H 3.7520 1.8967 2.7474
H 1.9069 2.1244 2.6316
H 2.1979 4.2643 3.8668
H 2.8022 4.3093 2.2375
H 4.3897 3.6833 4.5653
H 1.9799 1.2478 4.3898
C 3.7665 -1.6812 -0.8393
C 3.3126 -3.1104 -0.5902
C 4.3071 -3.7267 0.4230
C 3.9159 -5.1554 0.8792
C 2.4705 -5.0829 1.4741
C 1.3944 -4.4044 0.6328
N 1.9380 -3.1113 0.1180
O 0.9202 -2.5404 -0.6070
C 0.9741 -5.3813 -0.4802
C 0.1648 -4.2576 1.6034
C 3.4046 -3.9056 -1.9386
H 4.6756 -1.6101 -1.4364
H 3.9188 -1.1888 0.1211
H 2.9752 -1.1313 -1.3487
H 5.2990 -3.6552 -0.0232
H 4.4243 -3.1979 1.3689
H 4.6273 -5.5462 1.6068
H 4.0048 -5.7897 -0.0027
H 2.6042 -4.4883 2.3778
H 2.0268 -6.0397 1.7494
H 0.4814 -4.8271 -1.2790
H 1.8627 -5.9309 -0.7909
H 0.2607 -6.1475 -0.1767
H 0.4190 -3.6368 2.4625
H -0.5677 -3.6990 1.0207
H -0.0835 -5.2199 2.0510
H 2.6313 -3.5577 -2.6235
H 3.3493 -4.9936 -1.9041
H 4.3535 -3.6919 -2.4305
H 0.7889 -1.6815 -0.1987
*
```


The following is a DFT calculation (ωB97M-V/def2-TZVPD) of a 10-piece molecular cluster, C33H86O13 overall.

## Properties
HOMO level: -9.3 eV
Energy above the lowest of the compared OMol25 structures with the same formula, charge and spin: 4.353 eV

Geometry as ORCA input:
```
! RIJCOSX wB97M-V def2-TZVPD def2/J DEFGRID3
* xyz 0 1
C -7.0012 -3.2874 -1.7742
O -6.2272 -2.3080 -1.0699
C -5.1198 -1.7372 -1.7018
C -4.2663 -0.8567 -0.7495
O -4.8292 0.3008 -0.1848
C -5.8384 0.0934 0.8136
H -7.8519 -3.5029 -1.1278
H -6.4461 -4.1815 -2.0583
H -7.3682 -2.8904 -2.7207
H -5.5483 -1.1079 -2.4820
H -4.5379 -2.5538 -2.1292
H -3.4130 -0.5318 -1.3449
H -3.8761 -1.4796 0.0554
H -6.2612 1.0170 1.2090
H -5.4184 -0.5369 1.5975
H -6.7446 -0.4081 0.4738
C 4.8209 2.0784 0.7935
O 5.1926 2.5986 2.0697
C 6.4513 2.1184 2.5644
C 6.5279 0.6535 2.9137
O 6.5314 -0.1478 1.7590
C 7.4792 -1.2194 1.7510
H 4.6956 1.0008 0.6875
H 5.5394 2.3595 0.0236
H 3.8744 2.5645 0.5568
H 6.7187 2.6916 3.4521
H 7.2175 2.3114 1.8136
H 5.7545 0.3504 3.6195
H 7.3703 0.4977 3.5876
H 8.4849 -0.8227 1.6122
H 7.2336 -1.9060 0.9409
H 7.3966 -1.7354 2.7075
C 0.6830 -3.4767 -1.3075
O -0.4094 -4.1352 -0.7389
C -1.5364 -4.3587 -1.5969
C -2.6204 -5.1329 -0.8804
O -3.6591 -5.6500 -1.7205
C -3.2216 -6.7515 -2.5327
H 1.0166 -4.1308 -2.1131
H 1.5543 -3.3603 -0.6630
H 0.4642 -2.4239 -1.4862
H -1.0617 -4.8801 -2.4281
H -1.8771 -3.3636 -1.8827
H -3.1471 -4.4636 -0.2002
H -2.1935 -5.9180 -0.2564
H -4.1288 -6.9646 -3.0981
H -2.9458 -7.6344 -1.9561
H -2.4231 -6.4951 -3.2290
C 1.8172 5.2651 -1.8920
C 0.8816 4.0944 -1.6354
C -0.2589 4.0173 -2.6613
O 1.6507 2.9234 -1.7482
H 2.5876 5.4129 -1.1352
H 1.2539 6.1794 -2.0788
H 2.3037 5.1216 -2.8568
H 0.5180 4.2425 -0.6185
H 0.0164 3.8289 -3.6990
H -0.9580 4.8520 -2.6092
H -0.7764 3.0884 -2.4213
H 2.3331 3.1106 -2.3970
C 4.2506 -2.3813 -1.0875
C 3.7070 -1.6172 -2.3653
C 3.7794 -0.0809 -2.2436
O 4.5119 -1.9952 -3.4645
H 3.7007 -2.1143 -0.1851
H 5.3163 -2.2381 -0.9089
H 4.1028 -3.4548 -1.2054
H 2.6842 -1.9565 -2.5289
H 4.7419 0.3402 -2.5342
H 3.5187 0.2294 -1.2318
H 3.0146 0.3597 -2.8831
H 4.5030 -2.9520 -3.5424
C -1.3483 -0.3088 3.7488
C -1.6050 -1.5912 2.9055
C -0.3157 -2.4317 2.6556
O -2.4745 -2.3653 3.6686
H -2.3019 0.1688 3.9742
H -0.8372 0.4773 3.1931
H -0.6936 -0.3589 4.6189
H -2.1110 -1.3377 1.9739
H -0.4915 -3.2427 1.9489
H 0.0145 -2.9726 3.5425
H 0.4209 -1.7062 2.3105
H -2.8046 -3.1085 3.1585
C -4.3183 2.4480 2.1232
C -3.3181 3.1947 3.0076
C -2.4249 4.2203 2.2848
O -4.1540 3.8169 3.8954
H -3.7698 2.0520 1.2685
H -5.1058 3.0745 1.7043
H -4.7864 1.6664 2.7216
H -2.6239 2.4756 3.4424
H -2.9653 5.0503 1.8296
H -1.8162 3.7579 1.5077
H -1.7447 4.7041 2.9858
H -4.5472 4.5789 3.4637
C -1.6294 -1.6536 -5.6557
C -0.8863 -0.8714 -4.6072
C -0.6545 0.5921 -5.0092
O -1.5375 -0.8831 -3.3655
H -1.1379 -1.6142 -6.6277
H -2.6571 -1.2934 -5.7036
H -1.7211 -2.7234 -5.4681
H 0.0575 -1.3610 -4.3673
H -1.6024 1.1149 -5.1370
H -0.1398 0.5967 -5.9700
H -0.0755 1.1653 -4.2851
H -0.9721 -0.2882 -2.8676
C 1.2350 0.1788 0.3191
C -0.0379 0.3320 -0.4842
C -0.9389 1.4398 0.0793
O 0.2774 0.5453 -1.8360
H 1.7069 -0.7968 0.2027
H 0.8895 0.0826 1.3484
H 1.9373 1.0113 0.2785
H -0.5786 -0.6021 -0.3317
H -1.8334 1.5496 -0.5338
H -0.4702 2.4232 0.1163
H -1.2620 1.1689 1.0845
H 0.7215 1.3952 -1.8817
C 1.9522 3.9181 3.9935
C 1.5382 2.4420 3.8498
C 2.5433 1.5029 4.4715
O 0.3884 2.2623 4.6123
H 2.0489 4.1580 5.0524
H 1.2344 4.6246 3.5767
H 2.9031 4.1721 3.5252
H 1.3247 2.2011 2.8084
H 2.6244 1.4351 5.5563
H 3.5353 1.8707 4.2095
H 2.4603 0.5301 3.9868
H 0.6438 2.5541 5.4905
*
```


no.,molar mass (g/mol)
1,789.09
2,691.04